Computed, not measured: the molecule C13H12ClN5O2, with ωB97M-V/def2-TZVPD.

Summary:
DFT total energy: -1387.00194 a.u.
SMILES string: CNc1c(Cl)c(N)c2c3c(cc(C(N)=O)nc13)C(=O)N2C
Multiplicity: 1
Molecular weight: 305.72 g/mol
E_HOMO: -7.45 eV
Energy relative to the best compared isomer or geometry (same formula, charge and spin): 65.4 kcal per mole

Geometry (Å):
C 3.395675 0.108186 2.287415
N 2.074637 0.827767 2.040811
C 1.147259 0.495356 0.962477
C 0.364022 1.621843 0.390909
Cl 0.670606 3.281001 0.916438
C -0.570459 1.379169 -0.612716
N -1.164239 2.497859 -1.237220
C -0.655080 0.033090 -1.075964
C 0.034407 -1.009461 -0.467305
C -0.262272 -2.200122 -1.061845
C 0.363663 -3.299226 -0.440604
C 1.093463 -3.203960 0.713485
C 1.545113 -4.358069 1.571675
N 1.866008 -4.159500 2.865873
O 1.820949 -5.422374 1.193408
N 1.427097 -1.988003 1.205605
C 0.875993 -0.866767 0.637959
C -1.009780 -1.890630 -2.277264
O -1.590916 -2.732422 -3.056739
N -1.334997 -0.512494 -2.148033
C -1.740785 0.211931 -3.365094
H 3.955704 0.763432 3.053030
H 4.058928 0.104350 1.429626
H 3.259365 -0.870092 2.698535
H 1.912968 1.774665 2.364747
H -1.496787 2.400556 -2.185427
H -1.157451 3.453249 -0.776842
H 0.149996 -4.258882 -0.995471
H 1.897873 -3.130185 3.142555
H 2.579567 -4.695010 3.243397
H -2.522513 0.929046 -3.107783
H -0.866731 0.902398 -3.707186
H -1.949464 -0.365537 -4.348516

Force components x, y, z for each atom (eV/Å):
C -0.4 3.0 1.1
N -0.8 -1.5 -1.9
C 0.9 3.3 2.8
C 2.3 -2.9 1.9
Cl -0.1 -1.0 -0.2
C -0.4 0.2 -2.2
N -0.1 0.2 1.0
C 0.5 2.4 0.8
C -0.5 2.0 1.0
C 2.8 -1.6 1.2
C -2.8 -1.9 -4.0
C 0.3 2.5 1.7
C 1.1 2.2 1.3
N -1.9 6.0 1.4
O 0.1 -4.9 -3.8
N -0.8 0.5 0.1
C 0.7 -0.8 -0.7
C -4.4 -2.8 -1.5
O 2.6 3.3 2.1
N -0.5 -1.8 -3.1
C 1.6 1.6 -1.4
H -1.0 -1.1 -1.0
H -0.2 -0.2 -0.4
H -0.2 -0.4 0.1
H 0.7 -0.4 0.0
H 0.0 0.2 0.5
H 0.1 -2.2 -1.0
H 0.6 0.7 1.2
H -0.1 -2.0 -0.3
H 1.2 -1.4 0.5
H -0.4 -0.5 -0.3
H -1.1 -1.1 0.6
H 0.0 0.3 2.4

Mulliken atomic charge list, values in e, 5 entries:
1 C -0.755
2 N -0.278
3 C -0.106
4 C -0.289
5 Cl -0.273


Computed, not measured: the molecule C13H12ClN5OS, with ωB97M-V/def2-TZVPD.

Summary:
DFT total energy: -1709.97695 a.u.
SMILES string: CCn1ncc2c(Cl)c(C(=O)NCc3cncs3)cnc21
Multiplicity: 1
Molecular weight: 321.79 g/mol
E_HOMO: -9.19 eV
Energy relative to the best compared isomer or geometry (same formula, charge and spin): 12.4 kcal per mole

Geometry (Å):
C -1.741050 0.907073 5.233475
C -0.232651 0.891275 4.992476
N -0.007077 1.300007 3.590802
N -0.000216 2.603824 3.147748
C 0.248612 2.571905 1.842702
C 0.547152 1.195797 1.479752
C 0.834010 0.596779 0.250537
Cl 0.965490 1.616273 -1.199029
C 0.903031 -0.803916 0.218431
C 1.137389 -1.585124 -1.010002
O 1.641483 -2.686897 -0.982835
N 0.609148 -1.204170 -2.226890
C 0.756466 -1.860987 -3.510328
C 0.066825 -0.929379 -4.523432
C -1.147199 -1.209122 -5.126372
N -1.602076 -0.222779 -5.987436
C -0.725336 0.746867 -6.019693
S 0.721253 0.577188 -5.049234
C 0.877917 -1.469683 1.450178
N 0.625267 -0.846301 2.628065
C 0.448458 0.453738 2.600864
H -1.934889 0.730227 6.305768
H -2.208197 1.837366 4.918948
H -2.252655 0.114046 4.684252
H 0.194716 -0.120595 5.145723
H 0.252066 1.545657 5.638763
H 0.281156 3.431316 1.192643
H 0.247885 -0.293111 -2.259958
H 1.831165 -1.974112 -3.785763
H 0.299402 -2.825106 -3.475228
H -1.747549 -2.083365 -4.885098
H -0.923741 1.539461 -6.735794
H 1.033746 -2.544155 1.455963

Force components x, y, z for each atom (eV/Å):
C -0.1 -0.6 0.7
C -1.4 -0.9 -1.7
N 1.7 -0.5 0.0
N -0.6 -0.6 -0.8
C 0.5 -1.5 1.3
C 0.4 3.0 -3.1
C -0.6 -0.4 0.0
Cl 0.0 -0.3 1.1
C 0.6 1.9 -0.4
C -0.7 -1.7 -2.3
O 0.9 -0.8 0.9
N 0.3 0.5 1.6
C 0.8 1.6 -0.4
C -0.5 -1.9 0.1
C 1.0 1.0 0.6
N 1.1 -0.1 0.7
C -0.7 -0.3 -0.8
S -1.3 -0.4 -0.5
C -0.6 1.0 1.6
N 0.4 -2.4 -0.5
C -1.2 -0.1 1.1
H -0.1 0.2 -0.4
H 0.2 0.2 0.2
H 0.2 -0.1 0.0
H -0.2 0.6 -0.4
H 0.9 1.3 1.0
H -0.1 0.2 0.3
H -0.6 1.0 -0.2
H -0.6 -0.1 0.3
H -0.3 -0.7 -0.2
H 0.1 0.2 -0.2
H 0.5 0.3 0.4
H 0.0 0.2 0.1

Mulliken atomic charge list, values in e, 5 entries:
1 C -1.043
2 C -0.501
3 N 0.745
4 N -0.965
5 C -0.747


Number 1: gap between HOMO and LUMO 0.2266 hartree. Number 2: gap between HOMO and LUMO 0.3316 hartree.